Below is a cluster of 10 separate species, C73H161F2N9O7S2 in total in a non-equilibrium geometry, with properties calculated with wB97M-V/def2-TZVPD.

XYZ file:
```
254
Properties=species:S:1:pos:R:3:forces:R:3:lowdin_charge:R:1
N 3.1321 15.7586 26.2083 1.84 -3.65 3.99 -0.30
S 2.1159 16.8459 26.4176 -4.13 4.36 -2.23 0.44
O 2.7120 18.1438 26.6482 -1.03 -0.74 0.51 -0.31
O 0.8130 16.4952 27.0296 2.68 0.78 -0.96 -0.33
F 1.8111 16.9480 24.7902 -0.47 0.04 0.86 -0.26
S 3.2874 15.2080 27.8397 2.01 -2.38 1.25 0.58
O 2.4010 14.1278 28.2624 0.20 2.05 -0.92 -0.32
O 3.8040 16.1203 28.8559 -1.64 -0.49 -1.95 -0.29
F 4.5871 14.3525 27.5507 0.49 -0.04 -0.67 -0.22
C -2.0748 28.6516 21.3905 0.03 -0.68 0.31 -0.07
C -3.1132 27.5466 21.8160 -0.36 0.81 -0.42 -0.22
C -2.9611 26.3402 20.8519 0.46 0.30 1.77 -0.11
N -3.8555 25.1088 21.1758 -0.53 0.70 1.00 -0.20
C -2.9841 23.8780 21.4618 -0.28 -0.06 -2.79 -0.11
C -3.7858 22.5576 21.4872 0.37 1.29 0.81 -0.15
C -4.7730 22.4234 20.3528 0.04 -0.50 -1.06 -0.19
C -5.5348 23.6613 20.0139 -2.33 0.04 1.03 -0.21
C -4.8656 24.9709 19.9522 0.84 0.64 1.40 -0.07
C -4.5815 25.2798 22.5562 -0.21 0.49 -1.45 0.03
H -1.9751 29.5423 22.0108 -0.85 -0.09 0.18 0.08
H -2.2328 28.9766 20.3621 -0.17 -0.02 0.04 0.08
H -1.0519 28.2784 21.4410 0.01 -0.50 -0.15 0.07
H -4.1432 27.8888 21.7157 -0.06 0.60 -0.71 0.10
H -3.1966 27.3561 22.8860 1.25 -0.39 0.02 0.09
H -1.9388 25.9652 20.9015 0.00 0.05 -0.14 0.12
H -3.1311 26.7764 19.8675 -0.31 -0.72 -0.12 0.13
H -2.3962 23.8672 20.5440 0.63 -0.28 0.19 0.13
H -2.3474 24.0852 22.3220 -0.25 -0.02 -0.05 0.14
H -3.0631 21.7427 21.5305 -0.12 -0.01 0.01 0.13
H -4.3378 22.5842 22.4267 -0.03 -0.53 0.08 0.11
H -4.3852 22.1168 19.3814 0.77 -0.63 0.35 0.13
H -5.5327 21.7048 20.6604 0.21 -0.29 -0.25 0.13
H -6.1752 23.5216 19.1430 0.35 -0.04 -0.31 0.14
H -6.2952 23.7456 20.7902 -0.20 0.25 0.27 0.12
H -4.3929 25.2302 19.0049 0.67 -0.33 0.31 0.14
H -5.5958 25.7605 20.1294 0.08 0.10 0.03 0.14
H -5.1472 24.3744 22.7761 -0.03 0.31 -0.23 0.09
H -5.2189 26.1601 22.4736 -0.14 -0.29 0.16 0.11
H -3.8484 25.4418 23.3464 0.07 -0.11 -0.36 0.10
C 6.8040 22.1914 21.3853 0.69 0.00 0.95 -0.07
C 7.4410 22.6645 22.7349 0.02 0.17 -0.41 -0.23
C 7.9690 21.5192 23.5825 1.96 0.03 0.04 -0.12
N 8.9800 21.9454 24.7081 -1.27 2.32 1.19 -0.20
C 10.1567 22.8715 24.1814 -0.56 -2.11 -1.12 -0.11
C 11.2871 22.8919 25.1470 1.01 -0.77 1.84 -0.16
C 11.8150 21.5388 25.7389 -1.00 -0.03 0.48 -0.14
C 10.6168 20.8023 26.4493 0.02 -0.31 -1.22 -0.14
C 9.5004 20.6207 25.4134 0.17 1.11 -0.91 -0.09
C 8.2428 22.9184 25.6817 -0.28 -1.98 0.72 0.03
H 7.6146 21.7892 20.7777 -0.22 -0.03 -0.25 0.08
H 6.3146 23.0131 20.8624 0.21 0.00 0.09 0.08
H 6.0581 21.4131 21.5465 0.02 -0.03 0.05 0.07
H 6.7479 23.3240 23.2572 -0.13 -0.29 0.20 0.10
H 8.3189 23.2802 22.5394 -0.18 0.20 -0.43 0.10
H 8.7222 20.9438 23.0443 -0.60 -0.30 -0.87 0.12
H 7.2113 20.8195 23.9355 0.09 0.26 0.57 0.14
H 10.4067 22.4336 23.2151 0.28 -0.08 -0.06 0.13
H 9.8268 23.8908 23.9804 -0.51 -0.24 0.26 0.13
H 12.1225 23.4668 24.7474 -0.20 0.15 -0.07 0.13
H 10.8946 23.3978 26.0291 0.42 0.52 0.07 0.11
H 12.3416 20.9297 25.0042 -0.65 -0.33 -0.43 0.11
H 12.6182 21.6341 26.4696 -0.20 0.84 0.16 0.12
H 10.8904 19.7762 26.6951 0.21 -0.09 -0.02 0.12
H 10.2608 21.1838 27.4063 0.20 0.65 -0.18 0.12
H 9.9716 20.0669 24.6014 -0.14 0.08 -0.30 0.12
H 8.6142 20.0503 25.6919 -0.03 0.35 0.38 0.13
H 7.4541 23.5277 25.2404 0.71 0.07 -0.66 0.09
H 8.9526 23.4965 26.2733 -0.15 -0.09 -0.28 0.10
H 7.6765 22.2686 26.3490 0.16 -0.03 0.31 0.10
C 7.0535 14.9334 19.3058 0.54 -0.26 0.72 -0.07
C 7.1732 14.1084 20.6500 -1.31 -0.17 -1.41 -0.22
C 8.3640 13.1749 20.6672 0.29 1.26 2.15 -0.11
N 8.7723 12.7058 22.1457 0.78 -0.62 -0.34 -0.22
C 10.0977 11.8859 21.7676 -0.20 0.46 1.85 -0.07
C 10.8344 11.3381 23.0467 -0.83 0.84 -0.77 -0.15
C 11.1995 12.4534 24.0333 -1.28 1.52 -0.37 -0.16
C 9.9070 13.3166 24.3913 -0.02 -0.71 -1.14 -0.12
C 9.1607 13.8718 23.0875 1.11 -1.51 1.01 -0.08
C 7.6569 11.7654 22.7198 1.21 0.78 -2.35 0.05
H 7.5929 15.8738 19.4184 -0.11 0.01 -0.31 0.08
H 6.0158 15.1067 19.0206 0.01 0.25 0.47 0.07
H 7.4415 14.3936 18.4419 0.38 -0.12 0.17 0.08
H 6.2349 13.5545 20.6214 0.07 -0.40 0.58 0.10
H 7.1395 14.7450 21.5342 0.13 0.14 -0.19 0.10
H 9.2529 13.7654 20.4449 -0.04 -0.23 -0.59 0.12
H 8.2642 12.2873 20.0425 0.09 0.12 0.15 0.14
H 10.7138 12.5979 21.2184 -0.01 0.00 0.13 0.13
H 9.7774 11.1078 21.0747 0.01 -0.06 0.24 0.13
H 11.7547 10.8325 22.7543 -0.26 -0.24 -0.22 0.12
H 10.1195 10.6351 23.4741 0.39 -0.28 0.34 0.10
H 11.8768 13.1660 23.5626 0.17 -0.06 -0.36 0.11
H 11.7868 12.1051 24.8829 -0.58 -0.19 0.22 0.12
H 10.0982 14.1843 25.0228 0.33 -0.02 -0.13 0.11
H 9.1945 12.7195 24.9604 -0.06 -0.14 0.00 0.10
H 9.8658 14.5131 22.5586 -0.18 -0.02 -0.27 0.13
H 8.3004 14.4476 23.4289 -0.17 -0.26 -0.42 0.12
H 7.9110 11.1065 23.5501 0.25 0.71 0.09 0.10
H 7.5936 11.1683 21.8102 -0.80 -0.61 0.39 0.09
H 6.7543 12.3690 22.8159 0.17 -0.17 0.37 0.10
C -0.1631 12.4977 39.6210 1.39 0.43 -0.17 -0.05
C 1.0121 13.0881 38.7476 -0.33 1.24 -0.27 -0.22
C 2.0569 12.1664 38.1907 0.11 -2.23 1.45 -0.17
N 3.2582 12.6113 37.3467 -1.93 -0.15 -0.32 -0.23
C 4.1668 13.6435 38.0966 0.30 -0.63 -0.59 -0.04
C 5.1216 13.0044 39.1296 -2.18 0.06 0.45 -0.16
C 5.9051 11.8776 38.5514 0.38 -1.05 0.50 -0.20
C 5.0289 10.7732 37.9882 -1.98 1.17 -1.67 -0.13
C 3.9220 11.3221 36.9411 2.33 -1.31 1.03 -0.10
C 2.6107 13.2525 36.1195 1.70 -0.01 0.24 0.03
H -0.3584 11.4380 39.4562 0.03 0.07 -0.13 0.08
H -1.0287 13.0981 39.3410 -0.11 -0.31 0.34 0.07
H 0.0760 12.6576 40.6723 -0.24 -0.18 -0.02 0.08
H 1.5463 13.8860 39.2635 -0.45 0.19 0.37 0.11
H 0.4479 13.5581 37.9421 0.47 0.19 -0.37 0.10
H 1.5000 11.3693 37.6982 0.36 0.16 -0.95 0.13
H 2.5130 11.5749 38.9846 0.10 0.31 0.47 0.13
H 3.4170 14.3474 38.4578 0.52 0.16 0.25 0.12
H 4.8163 14.1013 37.3505 -0.43 0.14 -0.38 0.14
H 4.4741 12.6022 39.9087 0.03 -0.08 0.37 0.12
H 5.7585 13.7283 39.6381 -0.13 0.30 -0.42 0.14
H 6.3653 11.3543 39.3895 0.72 0.41 -0.01 0.13
H 6.6688 12.2738 37.8822 0.03 -0.39 -0.23 0.13
H 4.4336 10.2546 38.7397 0.51 0.00 0.41 0.11
H 5.5879 10.0411 37.4053 0.05 -0.04 0.24 0.12
H 3.2020 10.5065 36.8741 -0.33 0.51 -0.22 0.12
H 4.4803 11.3421 36.0051 -0.47 0.96 -0.22 0.13
H 2.0474 14.1394 36.4095 0.08 -0.20 0.01 0.10
H 2.0055 12.5126 35.5958 0.00 0.06 0.25 0.11
H 3.4763 13.5186 35.5128 -0.35 0.26 -0.35 0.11
C -5.1079 15.4192 33.9752 1.12 -0.29 -0.02 -0.08
C -4.7997 14.4624 32.7578 0.36 0.90 1.31 -0.21
C -5.4855 13.1231 32.9263 -0.77 0.13 -0.74 -0.14
N -5.4464 12.2002 31.7209 -1.28 -0.74 -0.69 -0.23
C -6.3243 12.7692 30.4903 -0.50 -1.01 1.46 -0.04
C -7.8537 12.7906 30.8897 1.57 -1.36 -0.74 -0.13
C -8.3669 11.3745 31.3456 -0.57 1.92 1.26 -0.17
C -7.5899 10.8320 32.5460 1.45 0.31 -1.00 -0.16
C -6.0569 10.7958 32.1812 -1.67 -0.09 -0.66 -0.08
C -4.0524 11.8893 31.2212 -0.41 0.41 1.25 0.01
H -4.7508 16.4202 33.7333 -0.11 -0.01 -0.15 0.07
H -4.4716 15.1075 34.8035 -0.07 -0.09 0.16 0.07
H -6.1049 15.5306 34.4013 -0.26 -0.41 -0.63 0.08
H -3.7194 14.3188 32.7790 0.11 0.00 -0.04 0.10
H -4.9752 15.0477 31.8552 -0.57 -0.59 -0.27 0.11
H -6.5413 13.3118 33.1205 0.00 -0.16 -0.11 0.11
H -5.1549 12.5226 33.7738 0.47 0.26 0.01 0.14
H -5.9490 13.7351 30.1524 0.20 0.04 0.58 0.12
H -6.0505 12.0578 29.7112 -0.53 -0.10 -0.07 0.12
H -8.0055 13.5334 31.6728 -0.01 -0.17 0.14 0.11
H -8.4450 13.1540 30.0492 0.19 -0.10 -0.18 0.12
H -9.3671 11.6520 31.6782 -0.31 -0.60 -0.01 0.12
H -8.4710 10.5732 30.6140 0.28 0.46 -0.43 0.12
H -7.6587 11.3322 33.5120 -0.50 0.47 -0.24 0.11
H -7.9460 9.8206 32.7417 0.41 -0.18 -0.01 0.13
H -5.6272 10.2792 33.0394 1.14 0.95 0.02 0.13
H -5.8989 10.1349 31.3290 -0.02 0.16 -0.15 0.12
H -3.5142 12.7858 30.9132 -0.25 0.06 0.13 0.11
H -4.0513 11.1759 30.3971 -0.32 -0.02 0.26 0.11
H -3.6278 11.4761 32.1361 0.74 -0.19 -0.43 0.11
C -0.6385 13.6773 19.4605 -0.04 -1.16 0.59 -0.06
C -1.0515 12.4340 20.3371 -0.81 -0.28 0.02 -0.21
C -0.0386 11.4010 20.8658 0.31 0.18 0.31 -0.09
N -0.5472 10.4338 22.0034 -0.70 0.80 0.52 -0.23
C 0.6155 9.5268 22.5682 -0.95 0.26 -0.99 -0.07
C 1.0872 8.4418 21.5590 -0.35 0.79 -0.37 -0.16
C -0.0724 7.5904 20.9598 0.38 1.78 1.20 -0.15
C -1.2274 8.5264 20.4617 0.28 -0.19 1.14 -0.12
C -1.6830 9.5272 21.6028 0.36 -0.67 -1.82 -0.11
C -1.1695 11.2184 23.2183 2.52 -1.00 0.40 0.03
H -0.1968 13.1964 18.5877 0.28 0.67 -0.21 0.08
H -0.0222 14.4744 19.8762 0.29 -0.47 0.25 0.07
H -1.5631 14.1664 19.1539 -0.03 -0.21 -0.07 0.08
H -1.6575 11.9011 19.6044 -0.39 -0.22 0.26 0.11
H -1.7118 12.6739 21.1705 -0.05 0.47 -0.10 0.09
H 0.8142 11.9102 21.3148 0.07 -0.14 0.13 0.13
H 0.3146 10.7974 20.0297 0.09 -0.19 0.34 0.12
H 1.3807 10.2136 22.9298 0.11 -0.13 -0.20 0.13
H 0.1571 9.0347 23.4260 0.04 0.00 0.02 0.12
H 1.6223 8.8786 20.7158 0.13 0.35 0.10 0.11
H 1.8284 7.8405 22.0854 -0.13 -0.16 0.06 0.12
H 0.3570 6.9618 20.1796 -0.42 -0.07 0.06 0.12
H -0.4313 7.0132 21.8120 -0.31 -0.50 -0.35 0.11
H -0.9334 9.0930 19.5781 -0.09 -0.15 -0.08 0.10
H -2.0265 7.8297 20.2086 -0.35 0.52 -0.13 0.12
H -2.4795 10.2318 21.3638 -0.12 -0.35 -0.67 0.13
H -2.0728 8.9686 22.4537 0.53 0.03 0.27 0.13
H -1.1955 10.3747 23.9079 -0.76 0.52 0.40 0.09
H -2.0870 11.8054 23.1768 -0.05 -0.63 -0.95 0.11
H -0.3941 11.8752 23.6126 0.10 0.12 -0.19 0.11
C 0.0066 25.0443 37.7936 0.30 0.54 -0.45 -0.08
C 1.1692 24.9766 36.7299 -1.40 -1.26 0.37 -0.20
C 0.6064 24.3939 35.4098 1.11 0.77 0.12 -0.12
N 1.7353 24.1048 34.3836 0.48 -0.59 -1.02 -0.22
C 3.0676 23.4984 35.0592 -0.43 -0.50 -3.62 -0.01
C 4.0415 23.0654 33.8296 -0.91 0.41 0.26 -0.13
C 3.3855 22.1534 32.7825 0.73 -0.28 0.82 -0.21
C 2.0686 22.5956 32.2672 -1.73 1.48 -0.44 -0.19
C 1.1150 23.0581 33.3923 0.62 -0.53 0.50 -0.09
C 2.1220 25.3462 33.5678 -0.74 0.45 0.81 0.02
H 0.4139 25.3109 38.7689 -0.09 0.35 -0.16 0.08
H -0.5445 24.1221 37.9775 0.55 -0.55 -0.41 0.07
H -0.8045 25.7108 37.5006 0.32 0.50 0.08 0.08
H 1.8747 24.2687 37.1651 0.06 -0.14 -0.20 0.09
H 1.7508 25.8838 36.5666 -0.52 0.31 0.14 0.11
H -0.0923 25.0397 34.8780 0.21 0.46 0.14 0.13
H -0.0047 23.5099 35.5922 0.65 -0.45 0.04 0.13
H 2.6225 22.6120 35.5113 0.66 0.09 0.57 0.13
H 3.5718 24.2281 35.6928 -0.53 -0.17 0.09 0.13
H 4.9488 22.5724 34.1789 -0.23 -0.01 0.49 0.12
H 4.4240 23.8876 33.2247 -0.11 0.68 0.73 0.10
H 3.3082 21.1733 33.2532 0.02 -0.32 -0.46 0.12
H 4.0257 22.1601 31.9004 0.38 -0.66 0.29 0.13
H 1.6104 21.8334 31.6370 -0.32 -0.44 0.57 0.13
H 2.1632 23.3594 31.4954 0.29 0.56 0.25 0.11
H 0.8726 22.1517 33.9470 0.31 0.09 0.64 0.13
H 0.1171 23.4295 33.1594 0.33 0.43 -0.65 0.13
H 2.5464 26.0855 34.2471 0.39 -0.28 0.02 0.11
H 1.2446 25.8618 33.1776 -0.36 -0.51 0.02 0.11
H 2.7743 25.1565 32.7155 0.00 -0.38 0.53 0.09
C 10.7884 8.9392 31.4551 0.39 0.79 0.27 -0.09
C 10.9986 7.5380 30.9040 -0.02 -0.35 -0.63 -0.25
C 12.3823 6.9715 31.2805 -1.23 0.70 -0.41 -0.13
N 12.7301 5.6512 30.5507 -1.47 -0.96 0.39 -0.20
C 13.3924 6.0490 29.1875 0.91 -0.82 1.98 -0.08
C 14.1448 4.8632 28.5590 -2.69 -0.01 -0.96 -0.18
C 14.8453 3.9148 29.5222 1.69 0.62 0.08 -0.17
C 14.1729 3.5038 30.8746 1.15 1.01 -2.49 -0.14
C 13.6661 4.7920 31.4973 0.07 0.66 -0.47 -0.09
C 11.4690 4.7427 30.2169 1.23 1.78 1.04 0.06
H 11.5178 9.6446 31.0568 0.34 -0.22 -0.38 0.08
H 10.9469 9.0724 32.5252 -0.35 -0.46 0.18 0.08
H 9.8519 9.4182 31.1696 -0.25 -0.51 0.17 0.08
H 10.7872 7.5987 29.8364 0.50 -0.03 -0.32 0.10
H 10.2954 6.7702 31.2268 -0.43 0.48 0.50 0.10
H 12.2788 6.9629 32.3655 0.54 -1.28 0.14 0.14
H 13.1477 7.7310 31.1212 0.30 -0.41 -0.50 0.13
H 14.1380 6.7993 29.4504 -0.19 0.19 0.08 0.13
H 12.5920 6.5012 28.6017 0.18 -0.19 -0.08 0.13
H 14.7120 5.3396 27.7593 0.96 -0.26 0.41 0.13
H 13.4179 4.3510 27.9287 -0.31 -0.51 0.17 0.11
H 15.7340 4.5048 29.7461 0.36 -0.17 0.66 0.12
H 15.2761 3.0624 28.9968 -0.43 -0.11 -0.12 0.12
H 14.9386 3.0341 31.4921 0.03 0.36 0.20 0.13
H 13.5015 2.6763 30.6453 -0.76 0.46 0.51 0.12
H 14.3652 5.6103 31.6697 1.12 -0.79 0.01 0.13
H 13.3456 4.5171 32.5022 -1.46 0.72 -0.17 0.14
H 11.0213 4.6375 31.2052 -0.08 -0.75 -0.23 0.11
H 11.8622 3.8430 29.7437 -0.34 0.14 0.27 0.10
H 10.7596 5.2939 29.5996 0.36 -0.13 -0.19 0.09
O 8.9603 17.3669 31.5610 -0.49 1.90 -2.76 0.04
C 9.3334 16.9448 32.7467 4.01 -3.17 3.07 -0.92
O 8.4612 16.2256 33.2853 -1.66 -0.19 1.09 -0.12
O 10.5351 17.0074 33.1176 -1.09 1.29 -0.64 -0.07
H 8.1161 16.9146 31.6278 -0.96 0.10 -0.84 0.07
```
Forces are in eV/Å.

Net charge ... +6
Frontier orbital gap ... 3.902 eV
Energy relative to the best compared isomer or geometry (same formula, charge and spin) ... 45.4 kcal/mol